No. 1
Computed, not measured: a 5-piece molecular cluster, C15H34NO20PS4Si overall at a distorted geometry, with ωB97M-V/def2-TZVPD.

* 2S+1: 1
* DFT total energy: -4375.03798 hartree
* F_max: 2.5 eV Å⁻¹
* Kohn-Sham gap: 8.14 eV
* SMILES: CCO[Si@H](CCCCOC=O)P(N)O.O=S1(=O)OCCO1.O=S1(=O)OCCO1.O=S1(=O)OCCO1.O=S1(=O)OCCO1
* E_HOMO: -8.14 eV
* LUMO: -0.006 eV

Atoms and positions in Å:
C -1.745 -4.006 3.090
C -2.028 -2.855 2.138
O -1.465 -3.140 0.854
Si -1.340 -1.831 -0.156
C -0.019 -0.658 0.486
C 0.424 0.378 -0.568
C -0.086 1.825 -0.376
C -1.399 2.000 0.335
O -1.505 3.431 0.650
C -2.544 3.633 1.505
O -3.693 3.803 1.126
P -3.349 -0.824 -0.327
N -4.393 -2.161 -0.412
O -3.374 -0.169 -1.876
H -2.656 -4.385 3.527
H -1.108 -3.700 3.908
H -1.240 -4.812 2.578
H -1.583 -1.948 2.542
H -3.100 -2.714 2.058
H -0.930 -2.364 -1.480
H 0.821 -1.320 0.672
H -0.264 -0.211 1.440
H 0.219 0.052 -1.582
H 1.502 0.446 -0.506
H 0.681 2.435 0.081
H -0.223 2.243 -1.369
H -1.468 1.459 1.271
H -2.243 1.783 -0.304
H -2.304 3.639 2.574
H -4.355 -2.598 -1.326
H -5.337 -1.887 -0.192
H -2.525 0.233 -2.063
O -2.540 -6.773 4.664
S -2.137 -6.157 5.872
O -0.932 -5.425 5.981
O -2.192 -7.261 7.033
C -3.061 -6.835 8.090
C -4.090 -5.964 7.401
O -3.333 -5.241 6.421
H -2.476 -6.269 8.816
H -3.502 -7.702 8.573
H -4.574 -5.267 8.078
H -4.844 -6.563 6.886
O 2.173 1.775 -3.372
S 3.525 1.878 -2.965
O 4.467 0.858 -3.242
O 3.549 2.207 -1.399
C 4.270 3.426 -1.156
C 4.062 4.239 -2.417
O 4.126 3.268 -3.473
H 5.322 3.183 -1.002
H 3.875 3.916 -0.271
H 4.830 4.993 -2.564
H 3.077 4.710 -2.437
O -4.138 7.077 -4.546
S -4.360 7.311 -3.167
O -4.887 8.539 -2.702
O -3.005 6.979 -2.381
C -3.241 5.978 -1.376
C -4.382 5.158 -1.930
O -5.241 6.122 -2.559
H -3.522 6.476 -0.446
H -2.344 5.388 -1.217
H -4.922 4.620 -1.158
H -4.035 4.455 -2.691
O 8.872 -3.894 -3.518
S 9.111 -2.642 -4.135
O 10.407 -2.260 -4.557
O 8.494 -1.498 -3.200
C 7.538 -0.716 -3.931
C 6.972 -1.676 -4.954
O 8.106 -2.454 -5.366
H 8.061 0.115 -4.407
H 6.778 -0.332 -3.257
H 6.539 -1.170 -5.811
H 6.232 -2.345 -4.511

No. 2
Computed, not measured: a 2-piece molecular cluster, C4H12NO overall at a distorted geometry, with ωB97M-V/def2-TZVPD.

* 2S+1: 1
* DFT total energy: -289.08755 hartree
* F_max: 3.9 eV Å⁻¹
* Kohn-Sham gap: 5.33 eV
* E_HOMO: -15.12 eV
* energy relative to the best compared isomer or geometry (same formula, charge and spin): 7.818 eV
* LUMO: -9.798 eV
* charge: +1

Atoms and positions in Å:
O 0.625 -0.138 -1.239
C 1.807 0.346 -0.795
C 1.870 0.140 0.742
N 0.534 -0.039 1.248
C -2.249 0.595 0.277
C -2.304 -0.848 -0.273
H 0.172 -0.238 -0.409
H 2.538 -0.214 -1.372
H 1.900 1.431 -0.972
H 2.588 -0.729 0.824
H 2.427 0.999 1.243
H -1.270 0.982 0.458
H 0.525 -0.552 2.163
H -2.932 0.605 1.303
H -2.584 1.362 -0.482
H -3.287 -1.291 -0.114
H -2.083 -0.922 -1.328
H -1.478 -1.454 0.158